The molecule BrF2N, computed with wB97M-V/def2-TZVPD.

As for the expectation value of S²: 2.007. The spin multiplicity is 3. The value obtained for the total energy is -2828.20838 a.u. The value obtained for the orbital gap (alpha / beta) is 8.896 / 7.178 eV. The net charge is 0.

Bonds (Å) are listed after each position.
Cartesian coordinates (Å):
1 N 0.1885 0.0000 0.3836  F2 1.364, F3 1.364, Br4 1.915
2 F -0.3726 1.0660 -0.2568  N1 1.364
3 F -0.3726 -1.0660 -0.2568  N1 1.364
4 Br 2.0591 0.0000 -0.0283  N1 1.915